# 1
Below is a cluster of 6 separate species, C18H50O9PS2 in total in a non-equilibrium geometry, with properties calculated with ωB97M-V/def2-TZVPD.

- HOMO level (eV) = -11.973
- max |F| (eV/Å) = 4.8

The geometry in ORCA input format:
```
! wB97M-V def2-TZVPD RIJCOSX def2/J DEFGRID3
* xyz 1 1
C 4.454 1.207 1.453
C 3.347 2.211 1.989
O 3.583 3.498 1.394
C 1.918 1.785 1.474
O 1.185 0.961 2.455
S -0.122 0.338 1.608
P -1.506 1.953 1.116
O -1.514 2.958 2.455
O -3.028 1.339 0.812
S -0.955 2.904 -0.498
H 5.254 1.125 2.225
H 3.977 0.219 1.260
H 4.843 1.650 0.508
H 3.401 2.262 3.106
H 3.690 4.119 2.126
H 1.345 2.739 1.355
H 1.959 1.206 0.512
H -0.784 -0.567 2.431
H -1.920 3.779 2.120
H -3.208 1.466 -0.138
C 5.088 0.374 -2.967
C 3.670 0.873 -3.193
C 3.630 1.968 -4.246
O 3.135 1.372 -1.962
H 5.734 1.183 -2.611
H 5.104 -0.405 -2.201
H 5.515 -0.032 -3.886
H 3.033 0.043 -3.502
H 4.227 2.831 -3.933
H 2.608 2.324 -4.391
H 4.012 1.609 -5.203
H 3.676 2.110 -1.661
C 2.557 3.876 6.474
C 4.047 4.052 6.224
C 4.674 4.977 7.254
O 4.252 4.587 4.913
H 2.035 4.835 6.403
H 2.116 3.218 5.721
H 2.369 3.451 7.462
H 4.541 3.079 6.254
H 4.223 5.972 7.209
H 5.741 5.102 7.057
H 4.550 4.584 8.265
H 3.820 5.447 4.874
C -1.355 -1.758 -4.032
C 0.155 -1.785 -3.865
C 0.546 -1.994 -2.409
O 0.712 -0.558 -4.334
H -1.795 -0.932 -3.461
H -1.622 -1.598 -5.078
H -1.808 -2.693 -3.697
H 0.578 -2.584 -4.476
H 0.168 -1.175 -1.785
H 1.633 -2.001 -2.300
H 0.150 -2.936 -2.025
H 0.345 0.156 -3.801
C -6.583 -1.790 0.967
C -5.219 -2.188 0.426
C -4.451 -3.034 1.430
O -4.466 -1.014 0.114
H -6.480 -1.190 1.877
H -7.119 -1.176 0.241
H -7.189 -2.668 1.197
H -5.343 -2.746 -0.505
H -4.277 -2.475 2.355
H -3.470 -3.305 1.031
H -4.993 -3.949 1.673
H -4.350 -0.511 0.927
C -3.985 -4.949 -2.012
C -4.269 -4.416 -3.409
C -5.596 -4.936 -3.940
O -3.216 -4.803 -4.291
H -3.920 -6.041 -2.019
H -3.025 -4.575 -1.647
H -4.766 -4.651 -1.309
H -4.284 -3.324 -3.389
H -5.585 -6.028 -4.011
H -5.782 -4.554 -4.945
H -6.425 -4.638 -3.294
H -3.191 -5.765 -4.320
*
```

# 2
Below is an isolated molecule of C21H23ClN6O2 in a non-equilibrium geometry, with properties calculated with ωB97M-V/def2-TZVPD.

- HOMO level (eV) = -8.249
- energy relative to the best compared isomer or geometry (same formula, charge and spin) (eV) = 0.000
- max |F| (eV/Å) = 1.1

The geometry in ORCA input format:
```
! wB97M-V def2-TZVPD RIJCOSX def2/J DEFGRID3
* xyz 0 1
O 2.395 3.884 0.150
C 2.045 2.737 -0.008
N 2.822 1.651 0.066
H 2.453 0.695 0.048
C 4.228 1.679 0.405
C 4.875 0.370 -0.044
C 4.330 -0.839 0.728
N 2.904 -1.017 0.483
C 2.575 -1.895 -0.623
H 3.205 -1.652 -1.480
C 1.113 -1.680 -1.010
N 0.225 -1.882 0.125
C -1.140 -1.968 -0.134
C -2.085 -1.316 0.664
C -3.438 -1.484 0.428
C -3.905 -2.269 -0.609
C -2.971 -2.909 -1.407
C -1.618 -2.772 -1.176
H -0.929 -3.314 -1.803
H -3.308 -3.535 -2.219
H -4.962 -2.381 -0.781
Cl -4.563 -0.673 1.466
H -1.794 -0.664 1.470
C 0.634 -1.149 1.307
H 0.034 -1.494 2.151
C 2.105 -1.406 1.626
H 2.385 -0.802 2.492
H 2.245 -2.470 1.878
H 0.484 -0.062 1.190
H 0.855 -2.381 -1.802
H 1.003 -0.663 -1.412
H 2.740 -2.952 -0.354
H 4.480 -0.667 1.797
H 4.898 -1.740 0.454
H 5.952 0.431 0.117
H 4.698 0.234 -1.112
H 4.689 2.539 -0.090
H 4.353 1.810 1.487
C 0.636 2.359 -0.377
N -0.478 2.662 0.205
C -1.419 2.035 -0.569
N -0.888 1.382 -1.570
O 0.450 1.582 -1.457
C -2.843 2.104 -0.309
C -3.751 1.446 -1.137
C -5.100 1.585 -0.856
N -5.567 2.303 0.151
C -4.701 2.911 0.943
C -3.328 2.849 0.763
H -2.643 3.362 1.419
H -5.131 3.477 1.758
H -5.849 1.098 -1.467
H -3.398 0.852 -1.963
*
```

# 3
Below is an isolated molecule of C4H7NO in a non-equilibrium geometry, with properties calculated with ωB97M-V/def2-TZVPD.

- HOMO level (spin up / spin down) (eV) = -7.509 / -8.024
- energy relative to the best compared isomer or geometry (same formula, charge and spin) (eV) = 5.634
- max |F| (eV/Å) = 1.5

The geometry in ORCA input format:
```
! wB97M-V def2-TZVPD RIJCOSX def2/J DEFGRID3
* xyz 0 1
C 1.364 -0.348 1.205
N 1.640 -0.539 -0.209
C 0.899 0.665 0.218
C -0.530 0.807 -0.064
C -1.964 -0.383 -0.972
O -1.328 -0.235 0.209
H 0.619 -0.978 1.684
H 2.235 -0.118 1.815
H 0.980 -1.214 -0.590
H 1.469 1.584 0.115
H -0.964 1.642 -0.598
H -3.040 -0.511 -0.933
H -1.381 -0.371 -1.879
*
```

# 4
Below is a structure of composition C12H27CuO9 in a non-equilibrium geometry, with properties calculated with ωB97M-V/def2-TZVPD.

- HOMO level (eV) = 0.516
- max |F| (eV/Å) = 3.0

The geometry in ORCA input format:
```
! wB97M-V def2-TZVPD RIJCOSX def2/J DEFGRID3
* xyz -2 1
Cu -0.147 -0.443 -0.494
C -4.155 -2.955 -2.158
C -2.929 -2.036 -2.120
O -2.073 -2.207 -1.101
H -3.861 -3.987 -1.942
H -4.594 -2.951 -3.168
H -4.907 -2.652 -1.421
H -3.309 -0.971 -2.283
H -2.361 -2.071 -3.094
C 2.620 -1.568 -3.913
C 2.381 -1.458 -2.397
O 1.122 -1.834 -2.036
H 2.424 -2.587 -4.251
H 3.730 -1.473 -3.994
H 2.202 -0.785 -4.540
H 2.552 -0.372 -2.141
H 3.211 -1.947 -1.820
C 2.400 -2.538 2.217
C 1.007 -1.866 2.129
O 0.329 -2.151 1.002
H 2.326 -3.604 2.479
H 2.963 -2.052 3.035
H 2.981 -2.506 1.294
H 1.289 -0.772 2.209
H 0.430 -2.091 3.063
C 3.228 0.943 0.298
O 2.820 2.250 -0.154
C 1.612 2.635 0.212
O 0.763 1.913 0.657
O 1.461 3.923 -0.144
C 0.357 4.580 0.454
H 2.641 0.175 -0.212
H 3.085 0.833 1.371
H 4.255 0.844 -0.038
H -0.586 4.099 0.170
H 0.312 5.581 0.038
H 0.406 4.543 1.543
C -1.228 0.978 3.820
O -2.339 1.555 3.127
C -2.305 1.302 1.810
O -1.689 0.445 1.273
O -3.062 2.245 1.212
C -3.110 2.136 -0.203
H -1.389 -0.086 4.001
H -1.123 1.502 4.765
H -0.324 1.051 3.214
H -3.977 1.562 -0.532
H -2.174 1.742 -0.594
H -3.267 3.124 -0.646
*
```

# 5
Below is an isolated molecule of C5H12O, with properties calculated with ωB97M-V/def2-TZVPD.

- HOMO level (eV) = -10.180
- energy relative to the best compared isomer or geometry (same formula, charge and spin) (eV) = 0.153
- max |F| (eV/Å) = 0.3

The geometry in ORCA input format:
```
! wB97M-V def2-TZVPD RIJCOSX def2/J DEFGRID3
* xyz 0 1
C -2.560 -0.085 0.232
C -1.276 -0.066 -0.593
C -0.018 0.244 0.233
O 0.008 -0.467 1.464
C 1.250 -0.023 -0.581
C 2.557 0.356 0.111
H -3.419 -0.377 -0.383
H -2.470 -0.793 1.060
H -2.771 0.900 0.663
H -1.147 -1.035 -1.099
H -1.354 0.684 -1.393
H -0.050 1.299 0.537
H 0.130 -1.404 1.257
H 1.266 -1.098 -0.824
H 1.169 0.502 -1.541
H 3.411 0.109 -0.528
H 2.601 1.431 0.325
H 2.674 -0.177 1.060
*
```

# 6
Below is a structure of composition C17H15GaN6O3S3 in a non-equilibrium geometry, with properties calculated with ωB97M-V/def2-TZVPD.

- HOMO level (eV) = -8.128
- energy relative to the best compared isomer or geometry (same formula, charge and spin) (eV) = 0.296
- max |F| (eV/Å) = 1.4

The geometry in ORCA input format:
```
! wB97M-V def2-TZVPD RIJCOSX def2/J DEFGRID3
* xyz 0 1
Ga 2.227 -0.622 -0.671
S 0.381 -1.500 -1.763
C 0.500 -3.107 -1.077
C -0.725 -3.785 -0.989
N -1.765 -4.253 -0.847
C 1.630 -3.642 -0.516
S 3.150 -2.821 -0.351
C 1.584 -4.942 0.017
N 1.557 -6.001 0.459
N 4.470 -0.023 -0.343
C 4.508 1.422 -0.509
C 3.298 1.874 -1.366
O 3.182 3.034 -1.679
O 2.458 0.940 -1.671
H 4.870 -0.325 0.544
H 5.008 -0.469 -1.086
H 5.421 1.787 -0.988
H 4.406 1.922 0.457
S 1.987 0.173 1.718
C 0.360 -0.244 1.936
N -0.479 0.740 2.344
C -1.810 0.581 2.456
C -2.381 -0.634 2.200
C -1.548 -1.711 1.843
C -0.196 -1.521 1.729
H -0.049 1.645 2.509
H -2.383 1.451 2.743
H -3.449 -0.755 2.254
H -1.973 -2.682 1.638
H 0.464 -2.344 1.496
N -4.271 -0.014 -1.217
C -4.045 1.189 -0.646
O -4.896 1.815 -0.050
C -2.633 1.677 -0.747
C -2.381 3.044 -0.856
C -1.069 3.482 -0.874
C -0.055 2.545 -0.728
N -0.285 1.245 -0.591
C -1.542 0.823 -0.629
H -5.206 -0.388 -1.210
H -3.574 -0.470 -1.780
H -3.212 3.730 -0.925
H -0.825 4.529 -0.975
H 0.981 2.852 -0.730
H -1.685 -0.247 -0.530
*
```

# 7
Below is a structure of composition C33H23IrN7O2 in a non-equilibrium geometry, with properties calculated with ωB97M-V/def2-TZVPD.

- HOMO level (spin up / spin down) (eV) = -11.237 / -11.262
- max |F| (eV/Å) = 5.0

The geometry in ORCA input format:
```
! wB97M-V def2-TZVPD RIJCOSX def2/J DEFGRID3
* xyz 1 1
Ir -0.644 -0.019 0.272
C -1.978 4.098 0.078
C -0.818 4.866 0.129
C 0.395 4.245 -0.055
C 0.453 2.861 -0.299
N -0.684 2.120 -0.278
C -1.853 2.736 -0.107
N 1.687 2.370 -0.546
C 2.044 1.148 -0.739
N 1.240 0.041 -0.752
C 2.013 -1.086 -0.803
N 1.623 -2.310 -0.711
C 0.401 -2.793 -0.425
C 0.344 -4.173 -0.157
C -0.856 -4.775 0.137
C -2.010 -3.992 0.165
C -1.895 -2.643 -0.088
N -0.732 -2.039 -0.366
C 3.411 -0.686 -0.941
C 4.575 -1.418 -1.037
C 5.767 -0.708 -1.141
C 5.786 0.679 -1.128
C 4.616 1.419 -0.998
C 3.431 0.719 -0.915
H -2.953 4.543 0.177
H -0.868 5.929 0.302
H 1.331 4.780 -0.031
H -2.728 2.101 -0.123
H 1.273 -4.717 -0.198
H -0.906 -5.833 0.338
H -2.978 -4.424 0.357
H -2.770 -2.003 -0.080
H 4.557 -2.494 -1.022
H 6.691 -1.256 -1.232
H 6.724 1.200 -1.220
H 4.630 2.495 -0.959
O 2.405 -1.250 2.906
C 1.363 -0.726 3.190
N 0.890 -0.432 4.431
C -0.402 0.228 4.424
C -0.630 0.268 2.919
O -1.608 0.730 2.309
N 0.378 -0.302 2.284
C -0.248 1.629 4.978
C -0.475 1.914 6.319
C -0.211 3.182 6.809
C 0.294 4.164 5.974
C 0.532 3.881 4.638
C 0.265 2.619 4.144
C -1.513 -0.645 4.966
C -2.678 -0.105 5.502
C -3.676 -0.941 5.974
C -3.542 -2.317 5.876
C -2.414 -2.856 5.276
C -1.405 -2.027 4.823
H 1.397 -0.622 5.278
H -0.844 1.147 6.982
H -0.387 3.395 7.853
H 0.515 5.145 6.363
H 0.939 4.638 3.982
H 0.465 2.397 3.104
H -2.807 0.965 5.548
H -4.568 -0.516 6.410
H -4.322 -2.967 6.244
H -2.322 -3.925 5.160
H -0.530 -2.452 4.355
*
```

# 8
Below is the ion C5H11INO with charge +1 in a non-equilibrium geometry, with properties calculated with ωB97M-V/def2-TZVPD.

- HOMO level (eV) = -12.934
- energy relative to the best compared isomer or geometry (same formula, charge and spin) (eV) = 2.111
- max |F| (eV/Å) = 6.0

The geometry in ORCA input format:
```
! wB97M-V def2-TZVPD RIJCOSX def2/J DEFGRID3
* xyz 1 1
C 0.860 0.158 1.167
C 0.375 1.570 0.678
C 1.120 -0.931 0.193
C -0.223 -2.468 -1.005
C -1.551 1.755 -0.712
N -1.023 1.531 0.469
O -0.054 -1.601 0.088
I -1.185 -1.106 -2.601
H 1.828 0.464 1.658
H 0.214 -0.219 1.926
H 0.473 2.120 1.733
H 1.120 2.093 0.071
H 1.299 -0.494 -0.711
H 1.980 -1.622 0.540
H -0.929 -3.331 -0.783
H -0.917 2.343 -1.317
H 0.718 -2.857 -1.489
H -2.529 1.473 -1.061
H -1.577 1.125 1.157
*
```

# 9
Below is a cluster of 5 separate species, C36H37INO11 in total in a non-equilibrium geometry, with properties calculated with ωB97M-V/def2-TZVPD.

- HOMO level (eV) = -11.698
- max |F| (eV/Å) = 2.1

The geometry in ORCA input format:
```
! wB97M-V def2-TZVPD RIJCOSX def2/J DEFGRID3
* xyz 1 1
C -1.659 8.061 1.513
C -1.940 6.636 1.098
O -2.085 6.285 -0.023
O -2.149 5.720 2.116
C -1.040 5.491 2.992
C -1.365 4.238 3.814
C -1.821 3.026 2.977
N -0.867 1.866 2.928
C -0.485 1.367 4.305
C 0.926 1.784 4.711
C 1.928 1.049 3.811
C 1.479 1.104 2.329
C 0.328 2.072 2.006
C -0.181 1.841 0.553
C 0.749 2.505 -0.445
O 1.883 2.236 -0.506
I -0.087 3.986 -1.732
H -2.580 8.501 1.920
H -0.877 8.134 2.277
H -1.356 8.618 0.619
H -0.917 6.339 3.687
H -0.100 5.396 2.419
H -2.191 4.503 4.494
H -0.509 4.015 4.457
H -2.037 3.355 1.950
H -2.756 2.620 3.390
H -1.393 1.095 2.504
H -1.274 1.671 4.999
H -0.520 0.267 4.254
H 1.059 1.524 5.774
H 1.093 2.865 4.619
H 2.923 1.505 3.935
H 2.012 0.006 4.145
H 1.231 0.099 1.964
H 2.327 1.452 1.720
H 0.648 3.119 2.089
H -1.215 2.171 0.402
H -0.135 0.759 0.331
C -5.097 -2.171 2.312
C -4.095 -1.724 3.065
C -4.080 -0.333 3.570
O -3.153 0.074 4.251
C -5.221 0.545 3.224
C -6.226 0.102 2.472
C -6.243 -1.293 1.953
O -7.153 -1.695 1.269
H -5.132 -3.182 1.928
H -3.251 -2.344 3.342
H -5.195 1.552 3.621
H -7.073 0.722 2.205
C 2.895 -2.015 -4.187
C 2.640 -1.068 -5.089
C 2.457 0.354 -4.683
O 2.177 1.211 -5.490
C 2.622 0.682 -3.242
C 2.894 -0.267 -2.353
C 3.011 -1.690 -2.749
O 3.122 -2.543 -1.889
H 2.993 -3.060 -4.453
H 2.530 -1.297 -6.143
H 2.488 1.718 -2.964
H 2.992 -0.057 -1.296
C -0.528 -4.002 2.300
C -0.048 -5.173 1.888
C 0.794 -5.277 0.664
O 1.218 -6.343 0.284
C 1.087 -4.018 -0.070
C 0.605 -2.852 0.350
C -0.241 -2.752 1.558
O -0.693 -1.679 1.926
H -1.147 -3.905 3.184
H -0.247 -6.100 2.411
H 1.695 -4.096 -0.961
H 0.805 -1.928 -0.178
C 4.646 -5.148 -8.254
C 4.070 -3.957 -8.116
C 2.610 -3.833 -7.886
O 2.085 -2.744 -7.754
C 1.813 -5.081 -7.817
C 2.387 -6.273 -7.956
C 3.850 -6.402 -8.184
O 4.374 -7.486 -8.307
H 5.708 -5.267 -8.424
H 4.628 -3.030 -8.165
H 0.750 -4.960 -7.651
H 1.828 -7.199 -7.911
*
```

# 10
Below is an isolated molecule of C20H19FN6O2 in a non-equilibrium geometry, with properties calculated with ωB97M-V/def2-TZVPD.

- HOMO level (eV) = -7.633
- energy relative to the best compared isomer or geometry (same formula, charge and spin) (eV) = 3.986
- max |F| (eV/Å) = 3.8

The geometry in ORCA input format:
```
! wB97M-V def2-TZVPD RIJCOSX def2/J DEFGRID3
* xyz 0 1
O 0.630 3.090 2.266
F -1.764 -1.054 -7.089
N -1.124 -2.467 2.097
N -0.195 2.231 -1.805
O -0.790 -5.806 4.792
C 0.098 2.293 1.567
C -0.839 -1.171 2.129
C 0.239 -1.988 3.887
C -0.012 -0.858 3.191
C 0.393 2.300 -3.024
C 0.317 2.910 -0.774
C 1.558 3.088 -3.188
C -1.393 -0.520 -4.784
C -0.370 0.805 -6.496
C -0.943 0.354 -3.788
C 0.151 1.689 -5.509
C 2.069 3.758 -2.091
C -1.155 -0.263 -6.146
C -0.157 1.482 -4.131
C 1.485 3.705 -0.835
N 2.078 4.380 0.247
N -0.434 2.648 0.378
N -0.304 1.081 2.108
N -0.422 -2.985 3.162
C -1.056 0.064 1.344
C 0.315 0.583 3.318
C -1.596 -5.089 3.799
C 0.415 -5.117 4.492
C -0.312 -4.432 3.341
H 0.852 -2.085 4.780
H 2.063 3.183 -4.168
H -1.988 -1.415 -4.531
H -0.125 1.008 -7.525
H -1.194 0.136 -2.763
H 0.835 2.538 -5.758
H 2.963 4.341 -2.294
H 1.744 4.118 1.192
H 3.081 4.514 0.190
H -1.209 2.043 0.128
H -2.114 0.348 1.253
H -0.684 -0.079 0.333
H 1.408 0.736 3.360
H -0.142 1.032 4.208
H -2.132 -5.687 3.045
H -2.294 -4.379 4.238
H 1.234 -5.793 4.205
H 0.774 -4.437 5.279
H 0.047 -4.832 2.371
*
```